*P*
{"formula": "C4H6N2S", "method": "ωB97M-V/def2-TZVPD", "smiles": "SNc1ccc[nH]1", "elements": ["C", "C", "C", "C", "N", "N", "S", "H", "H", "H", "H", "H", "H"], "positions_angstrom": [[1.76, 0.38, -0.65], [0.56, 1.13, -0.42], [1.60, -0.83, -0.04], [-0.29, 0.28, 0.26], [0.39, -0.90, 0.49], [-1.76, 0.42, 0.77], [-2.85, 0.00, -0.48], [2.55, 0.74, -1.29], [0.18, 1.92, -0.95], [2.38, -1.52, 0.08], [0.02, -1.61, 1.20], [-1.72, 1.35, 1.21], [-2.81, -1.35, -0.17]]}

=====

*Q*
{"formula": "C4H6N2S", "method": "ωB97M-V/def2-TZVPD", "smiles": "C=C1CN=CN1S", "elements": ["C", "C", "C", "C", "H", "H", "H", "H", "H", "H", "N", "N", "S"], "positions_angstrom": [[0.46, -1.43, 0.01], [1.93, 0.19, -0.01], [0.56, 0.84, -0.01], [0.22, 2.13, 0.01], [-2.19, -0.08, 1.26], [-0.04, -2.38, 0.01], [2.53, 0.48, 0.90], [2.53, 0.45, -0.90], [-0.79, 2.42, -0.01], [1.00, 2.91, 0.02], [-0.31, -0.27, -0.04], [1.72, -1.26, 0.03], [-1.99, -0.22, -0.08]]}

=====

Verdict on stability: *Q* comes out on top.

=====

*P*
{"formula": "C4H6N2S", "method": "ωB97M-V/def2-TZVPD", "smiles": "[S-][N+]1=NCC=CC1", "elements": ["C", "C", "C", "C", "N", "N", "S", "H", "H", "H", "H", "H", "H"], "positions_angstrom": [[-0.16, 0.47, 0.84], [-0.94, 0.16, -0.22], [1.39, 0.32, 0.61], [-0.34, -0.76, -1.18], [1.64, 0.61, -0.81], [0.94, 0.02, -1.63], [1.23, 0.07, -3.36], [-0.49, 1.15, 1.62], [-1.98, 0.47, -0.33], [2.04, 1.13, 1.08], [1.85, -0.66, 0.64], [0.02, -1.75, -0.78], [-0.89, -0.93, -2.22]]}

=====

*Q*
{"formula": "C4H6N2S", "method": "ωB97M-V/def2-TZVPD", "elements": ["C", "C", "C", "C", "H", "H", "H", "H", "H", "H", "N", "N", "S"], "positions_angstrom": [[0.17, 1.88, -0.05], [-0.22, 0.37, 0.00], [-1.38, -0.26, 0.12], [-1.09, -1.70, -0.04], [-0.65, 2.62, -0.95], [1.18, 1.71, -0.71], [0.22, 2.26, 1.12], [-2.37, 0.13, 0.20], [-1.86, -2.38, 0.18], [2.39, -1.78, 0.44], [0.23, -1.80, -0.23], [0.84, -0.54, -0.09], [2.55, -0.49, 0.01]]}

=====

Verdict on stability: *P* comes out on top.

=====

*P*
{"formula": "C4H6N2S", "method": "ωB97M-V/def2-TZVPD", "smiles": "N[C@@H]1C=CNC1=S", "elements": ["C", "C", "C", "C", "H", "H", "H", "H", "H", "H", "N", "N", "S"], "positions_angstrom": [[-0.03, 0.63, 0.40], [1.28, -0.03, 0.15], [1.07, -1.34, -0.13], [-1.03, -0.46, 0.07], [0.18, 2.63, -0.12], [-1.30, 1.85, -0.57], [-0.21, 0.89, 1.49], [2.22, 0.52, 0.31], [1.80, -2.13, -0.38], [-0.74, -2.41, -0.55], [-0.27, 1.78, -0.51], [-0.29, -1.58, -0.19], [-2.69, -0.36, 0.03]]}

=====

*Q*
{"formula": "C4H6N2S", "method": "ωB97M-V/def2-TZVPD", "smiles": "Cc1nccn1S", "elements": ["C", "C", "C", "C", "N", "N", "S", "H", "H", "H", "H", "H", "H"], "positions_angstrom": [[-1.35, -0.92, -0.62], [-1.41, -1.29, 0.68], [0.13, 0.13, 0.54], [1.29, 0.95, 0.85], [-0.30, -0.05, -0.77], [-0.47, -0.63, 1.40], [-0.01, 0.97, -2.13], [-1.94, -1.09, -1.43], [-2.09, -1.95, 1.04], [1.62, 0.84, 1.95], [1.14, 2.06, 0.94], [2.24, 0.73, 0.26], [1.14, 0.24, -2.71]]}

=====

Verdict on stability: *P* comes out on top.